[1]
{"formula": "C32H32BN11O2W", "method": "ωB97M-V/def2-TZVPD", "symbols": ["W", "C", "C", "C", "C", "N", "N", "B", "N", "C", "C", "C", "C", "N", "N", "C", "C", "C", "C", "N", "N", "C", "C", "C", "C", "N", "H", "H", "H", "H", "H", "H", "H", "H", "H", "H", "H", "H", "H", "H", "H", "H", "H", "H", "H", "H", "C", "O", "C", "C", "C", "C", "C", "C", "N", "N", "C", "C", "C", "C", "O", "C", "N", "C", "C", "C", "C", "H", "H", "H", "H", "H", "H", "H", "H", "H", "H", "H", "H"], "positions_angstrom": [[1.555, -1.011, -0.678], [-0.770, -0.580, -3.651], [0.581, 0.047, -3.627], [1.159, 0.847, -4.602], [2.416, 1.184, -4.122], [2.579, 0.617, -2.934], [1.457, -0.086, -2.600], [3.746, 0.550, -1.927], [4.226, -0.954, -1.903], [5.237, -1.665, -2.378], [5.018, -3.022, -2.130], [3.803, -3.099, -1.487], [3.044, -4.281, -1.001], [3.308, -1.834, -1.346], [2.967, 0.585, -0.571], [3.331, 1.308, 0.431], [2.900, 1.036, 1.764], [2.269, -0.214, 2.120], [2.180, -0.610, 3.553], [1.819, -0.967, 1.167], [4.744, 1.614, -2.129], [6.079, 1.667, -2.405], [6.429, 2.979, -2.517], [5.232, 3.704, -2.290], [5.043, 5.184, -2.310], [4.224, 2.883, -2.055], [-0.941, -1.038, -4.624], [-1.546, 0.174, -3.507], [-0.876, -1.356, -2.898], [0.722, 1.136, -5.542], [3.197, 1.791, -4.551], [6.066, -1.197, -2.882], [5.672, -3.837, -2.391], [3.723, -5.104, -0.792], [2.335, -4.615, -1.761], [2.489, -4.049, -0.092], [4.059, 2.101, 0.264], [3.181, 1.721, 2.555], [3.186, -0.665, 3.979], [1.685, -1.570, 3.663], [1.644, 0.157, 4.117], [6.691, 0.785, -2.486], [7.405, 3.379, -2.729], [6.003, 5.695, -2.286], [4.450, 5.513, -1.458], [4.522, 5.491, -3.217], [-7.658, -0.094, 6.861], [-7.946, 0.642, 5.647], [-7.346, 0.378, 4.531], [-7.770, 1.149, 3.413], [-7.232, 0.910, 2.196], [-6.212, -0.082, 2.042], [-5.787, -0.850, 3.173], [-6.337, -0.627, 4.390], [-5.784, -0.290, 0.803], [-4.976, -1.136, 0.414], [-3.698, -1.419, 0.249], [-3.347, -2.759, -0.028], [-2.052, -3.128, -0.374], [-1.076, -2.159, -0.483], [0.176, -2.366, -0.928], [-1.385, -0.811, -0.175], [-0.346, 0.053, -0.323], [-0.566, 1.356, -0.189], [-1.827, 1.861, 0.126], [-2.881, 0.989, 0.311], [-2.675, -0.389, 0.166], [-8.313, 0.335, 7.610], [-6.617, 0.051, 7.145], [-7.891, -1.147, 6.718], [-8.542, 1.889, 3.568], [-7.558, 1.452, 1.317], [-5.053, -1.635, 3.041], [-6.043, -1.223, 5.241], [-4.128, -3.506, 0.008], [-1.820, -4.159, -0.604], [0.279, 2.016, -0.348], [-1.964, 2.929, 0.212], [-3.866, 1.377, 0.538]], "forces_ev_per_angstrom": [[0.16, 0.34, 0.43], [0.00, 0.00, -0.01], [-0.04, 0.02, 0.05], [0.03, -0.02, -0.02], [-0.02, -0.01, -0.02], [0.00, 0.04, 0.01], [0.01, 0.01, -0.01], [-0.09, -0.01, -0.19], [-0.07, 0.02, 0.05], [0.00, -0.02, -0.04], [0.03, -0.01, -0.01], [-0.02, 0.07, -0.01], [0.02, -0.01, 0.01], [0.02, -0.07, -0.03], [0.08, 0.04, -0.04], [0.00, -0.02, -0.05], [0.00, 0.01, 0.04], [0.04, -0.02, -0.04], [0.00, -0.02, 0.00], [-0.09, 0.03, -0.02], [0.10, -0.08, 0.00], [0.03, -0.01, 0.03], [-0.02, 0.01, -0.01], [0.01, 0.01, 0.01], [-0.02, 0.00, -0.02], [0.00, -0.02, -0.01], [-0.01, 0.02, -0.01], [0.01, 0.00, 0.03], [0.01, -0.02, -0.02], [0.00, 0.00, 0.00], [0.00, 0.00, 0.00], [-0.01, 0.01, 0.01], [0.00, 0.00, 0.00], [0.00, 0.00, -0.01], [-0.01, 0.01, 0.00], [0.00, -0.01, 0.00], [0.01, 0.00, 0.02], [0.00, 0.00, 0.00], [0.00, 0.00, 0.00], [0.00, 0.00, 0.00], [0.00, 0.00, 0.00], [0.00, 0.01, 0.00], [0.00, -0.01, 0.00], [0.00, 0.00, 0.02], [0.00, 0.00, 0.00], [0.01, 0.00, 0.00], [0.01, -0.01, 0.01], [-0.01, 0.00, 0.01], [0.01, 0.01, 0.00], [0.00, 0.00, -0.01], [0.02, -0.02, 0.03], [-0.19, -0.11, 0.01], [0.00, 0.03, -0.02], [-0.01, 0.00, 0.00], [0.38, 0.37, -0.40], [-0.33, -0.48, 0.79], [0.08, 0.22, -0.47], [0.08, -0.02, -0.06], [-0.05, -0.07, -0.12], [0.14, -0.01, -0.03], [-0.22, -0.27, -0.01], [-0.02, 0.07, 0.00], [-0.06, 0.00, 0.01], [0.01, 0.04, 0.01], [0.00, -0.03, 0.00], [0.00, 0.02, -0.01], [-0.01, -0.05, 0.11], [0.00, 0.00, 0.00], [0.00, 0.01, -0.01], [0.00, 0.00, 0.00], [0.00, 0.00, 0.01], [0.00, 0.00, 0.00], [0.00, 0.00, 0.00], [0.00, 0.01, 0.01], [-0.01, 0.00, 0.01], [0.00, 0.00, 0.00], [0.00, 0.00, 0.00], [0.00, 0.00, 0.00], [0.01, 0.00, 0.01]], "lowdin_spin": [0.91, 0.00, 0.00, 0.01, 0.01, 0.01, 0.00, 0.01, 0.02, 0.01, 0.02, 0.01, 0.00, 0.06, 0.20, 0.05, 0.41, 0.08, 0.01, 0.11, 0.00, 0.00, 0.00, 0.00, 0.00, 0.00, 0.00, 0.00, 0.00, 0.00, 0.00, 0.00, 0.00, 0.00, 0.00, 0.00, 0.00, 0.02, 0.00, 0.00, 0.00, 0.00, 0.00, 0.00, 0.00, 0.00, 0.00, -0.03, -0.03, -0.01, 0.00, 0.01, 0.00, -0.01, 0.20, 0.39, -0.01, 0.18, -0.03, 0.16, 0.10, 0.02, 0.05, -0.01, 0.04, -0.02, 0.04, 0.00, 0.00, 0.00, 0.00, 0.00, 0.00, 0.00, 0.01, 0.00, 0.00, 0.00, 0.00], "charge": 3, "relative_energy_kcal_mol": 4.3, "e_tot_ev": -56668.25368, "homo_lumo_gap_ev": [5.749, 4.371], "multiplicity": 4, "s_squared": 3.870}



[2]
{"formula": "C14H26AuINO3P2", "method": "ωB97M-V/def2-TZVPD", "symbols": ["C", "C", "H", "H", "H", "O", "I", "Au", "P", "C", "C", "H", "H", "H", "H", "H", "H", "C", "H", "H", "H", "P", "C", "C", "H", "H", "H", "C", "H", "H", "H", "H", "H", "H", "C", "O", "O", "N", "C", "C", "C", "C", "C", "H", "H", "H", "H", "H"], "positions_angstrom": [[0.029, -0.103, -6.391], [0.034, 0.599, -5.088], [0.035, 0.611, -7.236], [-0.868, -0.736, -6.424], [0.918, -0.749, -6.424], [0.044, 1.732, -4.732], [0.017, -1.231, -3.306], [0.032, 0.421, -1.278], [2.344, -0.032, -0.764], [3.185, 1.033, 0.445], [2.412, -1.656, 0.046], [3.433, -1.872, 0.390], [4.454, -0.372, -1.840], [2.098, -2.409, -0.679], [3.092, -0.888, -2.898], [2.744, 0.905, 1.443], [1.726, -1.665, 0.901], [3.443, -0.121, -2.195], [4.253, 0.769, 0.487], [3.466, 0.850, -2.709], [3.087, 2.086, 0.146], [-2.289, 0.008, -0.779], [-3.104, 1.015, 0.495], [-3.390, -0.007, -2.211], [-2.053, -2.372, -0.811], [-3.414, -1.876, 0.243], [-1.721, -1.717, 0.814], [-2.382, -1.656, -0.057], [-3.058, -0.755, -2.942], [-4.406, -0.249, -1.864], [-4.181, 0.787, 0.510], [-2.965, 2.084, 0.285], [-3.396, 0.980, -2.693], [-2.677, 0.791, 1.483], [0.019, 1.602, 0.272], [0.010, 2.115, 1.307], [0.011, -1.617, 2.537], [-0.032, -0.741, 3.515], [-1.242, -0.360, 4.047], [-1.308, 0.585, 5.059], [-0.132, 1.179, 5.522], [1.097, 0.758, 5.006], [1.124, -0.218, 4.032], [-2.119, -0.853, 3.637], [-2.289, 0.829, 5.467], [-0.171, 1.958, 6.268], [2.040, 1.170, 5.352], [2.048, -0.614, 3.611]], "forces_ev_per_angstrom": [[0.00, 0.13, -0.43], [0.02, 2.34, 0.43], [0.00, -0.30, 0.43], [0.29, 0.09, -0.05], [-0.28, 0.09, -0.05], [-0.02, -2.04, -0.50], [-0.01, -0.97, -0.36], [0.03, -0.33, 0.01], [0.51, -0.38, -0.19], [0.09, 0.36, -0.06], [0.18, -0.01, -0.05], [-0.21, -0.01, -0.12], [-0.24, 0.05, -0.26], [-0.01, -0.07, 0.14], [0.07, 0.21, 0.23], [0.08, 0.06, -0.30], [0.18, -0.05, -0.27], [0.45, 0.00, 0.03], [-0.35, 0.08, 0.00], [-0.01, -0.26, 0.16], [0.10, -0.23, 0.15], [-0.51, -0.50, -0.25], [-0.10, 0.38, -0.03], [-0.46, 0.06, 0.03], [0.01, -0.09, 0.10], [0.18, -0.05, -0.07], [-0.13, -0.03, -0.22], [-0.20, 0.05, -0.07], [-0.05, 0.19, 0.25], [0.23, 0.04, -0.25], [0.34, 0.07, 0.01], [-0.12, -0.25, 0.11], [0.01, -0.24, 0.14], [-0.08, 0.08, -0.30], [0.04, 2.17, 2.16], [0.00, -0.71, -0.83], [-0.05, 1.18, 1.44], [-0.22, -0.36, -0.14], [-0.46, 0.25, 0.34], [-0.24, -0.69, -0.66], [0.05, -0.10, -0.19], [0.05, -0.48, -0.45], [0.78, 0.20, -0.07], [0.25, 0.02, -0.03], [0.35, 0.03, -0.13], [-0.01, 0.03, 0.14], [-0.19, -0.08, -0.01], [-0.33, 0.06, 0.02]], "lowdin_spin": [0.06, 0.29, 0.01, 0.00, 0.00, 0.13, 0.23, 0.45, 0.12, 0.01, 0.03, 0.01, 0.00, 0.00, 0.00, 0.00, 0.00, 0.01, 0.00, 0.00, 0.00, 0.12, 0.01, 0.01, 0.00, 0.01, 0.00, 0.03, 0.00, 0.00, 0.00, 0.00, 0.00, 0.00, 0.28, 0.13, 0.70, 0.08, 0.05, 0.00, 0.11, 0.00, 0.05, 0.00, 0.00, 0.00, 0.00, 0.00], "charge": 2, "relative_energy_kcal_mol": 0.0, "e_tot_ev": -52923.18604, "homo_lumo_gap_ev": [2.750, 3.935], "multiplicity": 4, "s_squared": 3.797}



[3]
{"formula": "C5H9N2", "method": "ωB97M-V/def2-TZVPD", "symbols": ["C", "C", "C", "C", "C", "N", "N", "H", "H", "H", "H", "H", "H", "H", "H", "H"], "positions_angstrom": [[-0.812, -1.643, 0.238], [-0.626, 0.762, -0.469], [0.309, -0.907, -0.214], [-0.225, 1.969, 0.405], [1.744, -0.778, -0.352], [-1.909, 0.274, -0.337], [-2.075, -0.844, 0.060], [-0.900, -2.635, -0.178], [-0.596, -1.703, 1.436], [-0.513, 0.799, -1.596], [-0.592, 2.963, -0.083], [0.823, 2.093, 0.467], [-0.900, 1.896, 1.344], [2.225, -1.813, -0.262], [2.016, -0.211, 0.689], [2.029, -0.222, -1.149]], "forces_ev_per_angstrom": [[1.66, 0.12, 2.06], [2.59, -1.83, -1.94], [-1.36, 4.86, 0.39], [-3.74, 0.96, -0.61], [-0.46, -3.92, 4.91], [-0.78, 1.07, 1.02], [-1.26, -1.76, -0.03], [-0.25, -0.56, 0.24], [-0.50, -0.11, -2.38], [0.43, 0.65, 1.06], [0.50, -1.87, 0.53], [1.05, -0.18, 0.69], [1.87, 0.11, -1.06], [-0.15, 1.60, -0.36], [-0.60, -1.00, -2.20], [1.01, 1.88, -2.33]], "nbo_charge": [-0.52, -0.08, 0.50, -0.66, -0.74, -0.06, -0.04, 0.31, 0.36, 0.26, 0.28, 0.24, 0.26, 0.27, 0.34, 0.28], "charge": 1, "relative_energy_kcal_mol": 162.1, "e_tot_ev": -8298.70357, "homo_lumo_gap_ev": 7.754}



[4]
{"formula": "C41H48BBrMnN12O4", "method": "ωB97M-V/def2-TZVPD", "symbols": ["Mn", "C", "C", "C", "C", "N", "N", "B", "N", "C", "C", "C", "C", "N", "N", "C", "C", "C", "C", "N", "N", "C", "C", "C", "C", "N", "H", "H", "H", "H", "H", "H", "H", "H", "H", "H", "H", "H", "H", "H", "H", "H", "H", "H", "H", "H", "C", "C", "O", "N", "C", "C", "C", "C", "C", "C", "N", "H", "H", "H", "H", "H", "H", "H", "H", "H", "H", "Br", "C", "C", "C", "C", "C", "C", "C", "O", "O", "H", "H", "H", "H", "C", "C", "N", "C", "C", "C", "O", "C", "C", "C", "C", "N", "C", "H", "H", "H", "H", "H", "H", "H", "H", "H", "H", "H", "H", "H", "H"], "positions_angstrom": [[-0.007, -0.213, -0.917], [2.844, 0.045, -3.350], [2.623, -1.232, -2.616], [3.441, -2.365, -2.654], [2.836, -3.275, -1.817], [1.723, -2.714, -1.313], [1.586, -1.465, -1.812], [0.713, -3.334, -0.304], [-0.728, -3.083, -0.849], [-1.742, -3.948, -0.970], [-2.854, -3.268, -1.427], [-2.458, -1.942, -1.552], [-3.319, -0.812, -1.999], [-1.164, -1.837, -1.189], [0.833, -2.553, 1.018], [1.043, -2.998, 2.269], [1.257, -1.906, 3.078], [1.161, -0.794, 2.230], [1.385, 0.632, 2.606], [0.880, -1.203, 0.992], [1.071, -4.795, -0.105], [2.174, -5.251, 0.554], [2.355, -6.566, 0.226], [1.308, -6.857, -0.678], [1.042, -8.142, -1.388], [0.558, -5.789, -0.875], [3.194, -0.162, -4.361], [1.933, 0.631, -3.402], [3.602, 0.646, -2.845], [4.345, -2.493, -3.224], [3.133, -4.277, -1.564], [-1.600, -4.990, -0.761], [-3.832, -3.670, -1.628], [-4.275, -1.206, -2.336], [-3.495, -0.112, -1.181], [-2.850, -0.268, -2.817], [1.038, -4.049, 2.505], [1.463, -1.902, 4.135], [1.573, 0.707, 3.676], [2.256, 1.027, 2.082], [0.531, 1.254, 2.352], [2.757, -4.607, 1.192], [3.118, -7.238, 0.578], [1.396, -8.987, -0.802], [-0.022, -8.262, -1.582], [1.565, -8.151, -2.346], [-3.214, 2.884, -1.500], [-1.926, 2.260, -1.952], [-1.453, 1.284, -1.371], [-1.372, 2.773, -3.060], [-0.005, 2.481, -3.471], [0.204, 1.150, -4.151], [0.453, 1.078, -5.514], [0.721, -0.156, -6.085], [0.725, -1.277, -5.271], [0.486, -1.108, -3.917], [0.237, 0.075, -3.359], [-3.427, 2.583, -0.477], [-4.024, 2.544, -2.149], [-3.168, 3.971, -1.546], [-1.859, 3.505, -3.549], [0.623, 2.490, -2.580], [0.318, 3.285, -4.128], [0.445, 1.974, -6.121], [0.938, -0.234, -7.142], [0.921, -2.262, -5.671], [0.516, -1.961, -3.248], [4.216, 0.695, 0.005], [3.909, 2.489, -0.562], [5.047, 3.239, -0.818], [4.935, 4.571, -1.178], [3.685, 5.164, -1.264], [2.555, 4.415, -1.004], [2.635, 3.065, -0.662], [1.310, 2.386, -0.441], [0.347, 3.046, -0.091], [1.266, 1.104, -0.702], [6.018, 2.773, -0.728], [5.829, 5.145, -1.383], [3.594, 6.210, -1.525], [1.568, 4.857, -1.053], [-2.228, 1.639, 6.569], [-1.419, 2.052, 5.342], [-2.089, 3.053, 4.520], [-2.177, 4.413, 5.055], [-3.569, 4.772, 5.566], [-2.587, 2.848, 3.279], [-3.071, 3.740, 2.599], [-2.525, 1.451, 2.715], [-3.303, 0.414, 3.211], [-3.248, -0.821, 2.584], [-2.403, -0.980, 1.499], [-1.681, 0.021, 0.994], [-1.768, 1.214, 1.576], [-1.711, 0.840, 7.103], [-3.216, 1.279, 6.283], [-2.354, 2.479, 7.251], [-1.195, 1.180, 4.731], [-0.464, 2.470, 5.669], [-1.909, 5.105, 4.256], [-1.442, 4.497, 5.856], [-4.287, 4.727, 4.748], [-3.561, 5.788, 5.961], [-3.894, 4.096, 6.356], [-3.951, 0.568, 4.064], [-3.843, -1.654, 2.931], [-2.308, -1.948, 1.026], [-1.240, 2.032, 1.095]], "forces_ev_per_angstrom": [[0.28, 0.08, 0.26], [0.85, 0.41, 0.31], [0.73, 0.19, 0.41], [-0.11, 0.03, 0.00], [0.05, -0.07, -0.12], [0.06, -0.09, -0.21], [0.80, 0.19, 2.12], [0.13, 0.22, -0.08], [-0.17, -0.35, 0.00], [0.02, 0.13, -0.13], [0.00, 0.01, 0.11], [0.03, -0.11, -0.04], [0.07, 0.02, 0.05], [0.04, 0.19, -0.23], [0.04, -0.24, 0.22], [-0.06, 0.08, 0.18], [-0.03, 0.01, -0.03], [-0.01, -0.06, 0.10], [-0.01, -0.02, -0.17], [0.03, 0.20, -0.51], [0.08, 0.05, 0.16], [0.08, 0.04, 0.11], [-0.01, -0.04, -0.03], [0.03, 0.13, 0.08], [-0.02, 0.08, -0.03], [-0.25, 0.04, -0.27], [0.08, -0.01, 0.01], [1.65, -0.08, 0.27], [0.11, -0.10, 0.00], [0.01, -0.01, 0.01], [-0.07, -0.08, 0.04], [0.13, -0.12, 0.03], [0.02, -0.01, -0.04], [0.02, -0.02, -0.02], [0.00, -0.02, -0.02], [-0.03, 0.03, -0.07], [-0.06, 0.05, -0.03], [0.03, 0.00, -0.01], [-0.04, 0.00, 0.02], [-0.01, 0.01, 0.00], [0.00, 0.09, 0.02], [0.00, -0.04, -0.06], [0.01, 0.05, 0.03], [-0.02, -0.02, 0.00], [0.01, -0.01, -0.01], [-0.02, -0.07, -0.01], [-0.03, -0.03, 0.07], [-0.24, 0.16, -0.46], [0.32, -0.25, 0.25], [0.20, -0.06, 0.04], [0.06, -0.20, 0.07], [-0.76, 0.33, -0.38], [-0.13, 0.04, 0.13], [0.09, -0.12, 0.09], [-0.07, 0.25, -0.21], [-1.50, -0.63, -1.09], [-1.89, -0.58, -0.30], [0.01, 0.00, 0.00], [-0.02, -0.02, 0.02], [0.01, 0.00, -0.01], [-0.04, 0.11, 0.14], [-0.04, 0.14, -0.19], [0.01, 0.01, 0.01], [0.01, 0.03, 0.07], [-0.05, -0.02, -0.02], [0.01, -0.02, 0.04], [-0.74, 0.15, -0.88], [-0.09, 0.14, -0.04], [-0.22, -0.09, 0.04], [-0.01, -0.06, 0.00], [0.01, 0.03, -0.02], [0.04, 0.09, -0.03], [-0.07, -0.05, 0.00], [0.28, -0.26, 0.00], [-0.42, 0.12, 0.41], [0.15, -0.04, -0.02], [0.47, 0.02, -0.04], [0.00, 0.01, 0.02], [0.00, 0.00, 0.01], [0.00, -0.01, -0.02], [0.03, 0.03, 0.02], [0.08, 0.03, -0.13], [-0.09, -0.05, 0.08], [-0.02, 0.04, 0.05], [-0.22, 0.09, -0.02], [0.09, -0.05, -0.06], [0.16, -0.12, -0.03], [-0.02, 0.02, -0.08], [-0.21, -0.11, 0.08], [0.06, -0.02, 0.00], [0.02, 0.03, 0.02], [0.09, -0.09, 0.17], [0.12, -0.01, -0.21], [-0.16, 0.31, -0.09], [0.00, 0.03, 0.03], [-0.01, -0.01, 0.01], [-0.03, -0.02, 0.04], [0.01, 0.00, -0.05], [0.03, -0.01, -0.07], [0.09, -0.01, 0.03], [0.04, -0.01, -0.03], [-0.01, 0.01, 0.01], [-0.04, 0.00, 0.01], [0.00, 0.01, 0.02], [0.02, 0.02, 0.02], [0.01, 0.00, 0.00], [0.03, 0.01, -0.03], [0.09, -0.08, 0.07]], "lowdin_spin": [3.82, 0.00, 0.00, 0.00, 0.00, 0.00, 0.02, 0.00, 0.00, 0.01, 0.00, 0.01, 0.00, -0.03, 0.00, 0.00, 0.00, 0.00, 0.00, 0.03, 0.00, 0.00, 0.00, 0.00, 0.00, 0.00, 0.00, 0.00, 0.00, 0.00, 0.00, 0.00, 0.00, 0.00, 0.00, 0.00, 0.00, 0.00, 0.00, 0.00, 0.00, 0.00, 0.00, 0.00, 0.00, 0.00, 0.00, 0.01, 0.03, 0.00, 0.00, 0.00, 0.00, 0.00, 0.00, 0.00, 0.03, 0.00, 0.00, 0.00, 0.00, 0.00, 0.00, 0.00, 0.00, 0.00, 0.00, 0.00, 0.00, 0.00, 0.00, 0.00, 0.00, 0.00, 0.00, 0.02, 0.01, 0.00, 0.00, 0.00, 0.00, 0.00, 0.00, 0.00, 0.00, 0.00, 0.00, 0.00, 0.00, 0.00, 0.00, 0.00, 0.02, 0.00, 0.00, 0.00, 0.00, 0.00, 0.00, 0.00, 0.00, 0.00, 0.00, 0.00, 0.00, 0.00, 0.00, 0.00], "charge": 1, "relative_energy_kcal_mol": 13.7, "e_tot_ev": -171406.93535, "homo_lumo_gap_ev": [6.997, 8.465], "multiplicity": 5, "s_squared": 6.045}